C34H53CaN6O5S6Si as an isolated structure, computed with the ωB97M-V functional and the def2-TZVPD basis.

XYZ file:
```
106
C34H53CaN6O5S6Si | the OMol25 dataset | the ωB97M-V functional and the def2-TZVPD basis
Ca -0.92 0.18 -0.25
C -2.15 1.57 2.27
N -0.73 1.22 2.26
C -0.50 0.07 3.13
C 0.04 2.39 2.68
C 1.48 2.16 3.09
N 2.35 1.56 2.10
C 2.53 2.41 0.95
C 3.63 1.22 2.69
H -2.48 1.84 3.28
H -2.74 0.73 1.91
H -2.31 2.43 1.61
H -0.75 0.30 4.18
H 0.53 -0.26 3.05
H -1.14 -0.75 2.79
H -0.45 2.84 3.57
H -0.03 3.14 1.88
H 1.50 1.52 3.98
H 1.88 3.14 3.41
H 3.00 3.38 1.22
H 1.56 2.61 0.49
H 3.16 1.91 0.22
H 4.13 2.10 3.13
H 4.28 0.80 1.93
H 3.49 0.47 3.48
O 4.86 -1.63 0.10
C 4.15 -2.16 1.11
C 4.85 -2.86 2.09
C 4.18 -3.43 3.16
C 2.79 -3.30 3.27
C 2.10 -2.60 2.29
C 2.76 -2.01 1.21
C 1.93 -1.26 0.23
O 0.69 -1.19 0.42
N 2.59 -0.72 -0.79
N 1.77 -0.07 -1.71
C 2.42 0.27 -2.75
S 4.17 0.01 -2.92
C 4.20 0.36 -4.70
C 3.17 1.43 -4.98
S 1.63 0.93 -4.18
H 4.19 -1.20 -0.51
H 5.92 -2.95 1.99
H 4.73 -3.97 3.91
H 2.26 -3.75 4.10
H 1.03 -2.49 2.34
H 3.98 -0.55 -5.25
H 5.21 0.70 -4.95
H 2.97 1.52 -6.05
H 3.50 2.40 -4.60
C -2.06 -4.01 1.13
Si -3.11 -2.45 1.29
C -4.81 -2.84 0.57
C -3.41 -2.19 3.15
O -2.41 -1.20 0.59
H -2.45 -4.83 1.75
H -1.04 -3.80 1.44
H -2.03 -4.36 0.09
H -5.28 -3.69 1.08
H -4.75 -3.07 -0.50
H -5.48 -1.97 0.67
H -4.10 -2.95 3.52
H -3.86 -1.21 3.34
H -2.49 -2.26 3.73
C 1.02 3.97 -2.05
S -0.29 2.74 -2.04
C -1.58 3.80 -2.67
O -0.61 2.55 -0.57
H 0.78 4.76 -1.35
H 1.12 4.36 -3.06
H 1.95 3.47 -1.77
H -1.34 4.08 -3.69
H -1.67 4.68 -2.02
H -2.50 3.22 -2.66
O -1.85 0.45 -2.33
C -3.03 0.14 -2.94
C -3.07 -1.34 -3.35
C -2.73 -2.39 -2.56
C -2.89 -3.65 -3.20
C -3.35 -3.53 -4.48
S -3.60 -1.89 -4.90
C -4.22 0.39 -2.02
C -5.43 -0.23 -1.93
C -6.28 0.35 -0.95
C -5.69 1.40 -0.31
S -4.11 1.68 -0.89
C -3.22 1.01 -4.18
C -4.31 1.67 -4.66
C -4.06 2.41 -5.85
C -2.76 2.29 -6.25
S -1.85 1.30 -5.19
H -2.40 -2.25 -1.53
H -2.65 -4.60 -2.74
H -3.54 -4.31 -5.19
H -5.69 -1.09 -2.54
H -7.27 -0.01 -0.71
H -6.10 1.99 0.50
H -5.27 1.62 -4.16
H -4.80 2.99 -6.37
H -2.30 2.74 -7.12
N 0.62 -3.62 -1.89
N 0.57 -2.79 -3.07
H 0.12 -3.19 -1.12
H 1.60 -3.66 -1.61
H 0.42 -1.82 -2.80
H -0.26 -3.07 -3.58
```

Computed properties:
Kohn-Sham gap in eV: 7.3
LUMO in eV: 1.8948
HOMO energy in eV: -5.38
Spin multiplicity: 1
Relative energy (zero: lowest compared OMol25 entry of this formula, charge and spin) in kJ/mol: 0.5
Charge: -1

These are the Mulliken partial charges, in e, on atoms 1 to 5: 2.738 -1.147 1.765 -0.101 -1.092


A 2-piece molecular cluster, C2H3BrO overall in a non-equilibrium geometry, computed with the ωB97M-V functional and the def2-TZVPD basis.

XYZ file:
```
7
C2H3BrO | the OMol25 dataset | the ωB97M-V functional and the def2-TZVPD basis
C 1.17 1.01 0.14
C -0.08 0.86 -0.06
O -1.18 0.71 -0.25
H 1.72 1.44 -0.59
H 1.64 0.61 0.92
Br -1.12 -2.54 0.36
H -2.15 -2.10 -0.53
```

Computed properties:
Kohn-Sham gap in eV: 10.0
LUMO in eV: 0.6944
HOMO energy in eV: -9.31
Spin multiplicity: 1
Relative energy (zero: lowest compared OMol25 entry of this formula, charge and spin) in kJ/mol: 118.8

These are the Mulliken partial charges, in e, on atoms 1 to 5: -1.051 0.803 -0.286 0.253 0.299


A 2-piece molecular cluster, C15H23BrN2O3 overall in a non-equilibrium geometry, computed with the ωB97M-V functional and the def2-TZVPD basis.

XYZ file:
```
44
C15H23BrN2O3 | the OMol25 dataset | the ωB97M-V functional and the def2-TZVPD basis
C -1.84 0.82 3.84
N -1.14 1.47 2.73
C -0.20 0.87 1.99
O 0.16 -0.28 2.21
C 0.44 1.67 0.83
C 1.90 2.10 1.14
C 2.90 0.97 1.47
C 3.06 -0.02 0.31
C 4.27 1.59 1.75
N -0.29 2.90 0.45
C -1.51 2.92 -0.07
C -2.06 4.27 -0.48
O -2.21 1.92 -0.20
H -2.49 0.03 3.45
H -2.45 1.55 4.38
H -1.12 0.37 4.53
H -1.44 2.38 2.45
H 0.45 1.01 -0.04
H 1.87 2.78 1.99
H 2.28 2.65 0.28
H 2.59 0.44 2.36
H 3.83 -0.75 0.56
H 2.13 -0.56 0.16
H 3.33 0.50 -0.60
H 4.97 0.80 2.03
H 4.19 2.29 2.58
H 4.64 2.11 0.87
H 0.21 3.77 0.51
H -3.10 4.15 -0.77
H -1.48 4.65 -1.32
H -1.99 4.96 0.36
O 0.20 -5.23 -4.59
C -0.73 -4.66 -3.76
C -2.07 -5.03 -3.86
C -3.02 -4.45 -3.01
C -2.62 -3.50 -2.07
C -1.28 -3.13 -1.97
Br -0.73 -1.83 -0.68
C -0.34 -3.71 -2.82
H -0.22 -5.88 -5.17
H -2.39 -5.76 -4.59
H -4.07 -4.73 -3.09
H -3.35 -3.04 -1.40
H 0.71 -3.43 -2.75
```

Computed properties:
Kohn-Sham gap in eV: 9.2
LUMO in eV: 0.6151
HOMO energy in eV: -8.54
Spin multiplicity: 1
Relative energy (zero: lowest compared OMol25 entry of this formula, charge and spin) in kJ/mol: 10.3

These are the Mulliken partial charges, in e, on atoms 1 to 5: -0.942 -0.071 0.097 -0.667 0.977


C22H49Co2N7O10 as an isolated structure in a non-equilibrium geometry, computed with the ωB97M-V functional and the def2-TZVPD basis.

XYZ file:
```
90
C22H49Co2N7O10 | the OMol25 dataset | the ωB97M-V functional and the def2-TZVPD basis
Co 3.39 -0.76 0.31
Co 0.67 -1.93 -2.42
C 0.88 -0.64 -0.23
O 0.01 -0.48 -1.17
O 1.52 0.23 0.45
O 1.69 -1.60 -0.54
C 4.70 1.87 1.70
O 4.33 0.77 1.25
N 4.27 2.99 1.12
C 4.86 4.30 1.48
C 3.31 2.98 0.06
H 5.34 1.98 2.57
H 5.60 4.30 2.27
H 4.01 4.94 1.73
H 5.29 4.65 0.54
H 2.94 1.98 -0.15
H 2.45 3.62 0.31
H 3.67 3.43 -0.87
C -1.31 -4.06 -1.02
O -0.27 -3.55 -1.43
N -2.00 -5.00 -1.66
C -3.12 -5.73 -1.08
C -1.60 -5.47 -2.98
H -1.76 -3.86 -0.04
H -4.07 -5.52 -1.58
H -3.32 -5.49 -0.03
H -2.89 -6.79 -1.14
H -2.41 -5.84 -3.59
H -1.20 -4.59 -3.49
H -0.81 -6.22 -2.87
C -0.38 2.03 -0.72
O -1.41 2.24 -0.12
N 0.13 2.88 -1.66
C 1.24 2.41 -2.48
C -0.57 4.11 -2.00
H 0.26 1.15 -0.56
H 2.16 2.94 -2.24
H 0.93 2.43 -3.53
H 1.50 1.37 -2.28
H -0.67 4.28 -3.08
H -1.58 4.06 -1.62
H 0.00 4.96 -1.62
C -1.89 -1.64 -4.46
O -0.94 -2.04 -3.77
N -2.25 -0.40 -4.71
C -3.50 -0.10 -5.43
C -1.64 0.73 -4.03
H -2.60 -2.36 -4.89
H -3.32 0.71 -6.12
H -4.24 0.10 -4.65
H -3.93 -1.02 -5.82
H -1.29 1.45 -4.76
H -2.29 1.21 -3.30
H -0.79 0.41 -3.43
C 2.15 -1.24 3.31
O 2.96 -1.47 2.39
N 0.97 -1.82 3.42
C -0.02 -1.36 4.41
C 0.43 -2.71 2.41
H 2.42 -0.54 4.12
H 0.36 -0.67 5.16
H -0.39 -2.26 4.92
H -0.85 -0.96 3.82
H -0.47 -2.26 1.98
H 1.22 -2.83 1.67
H 0.18 -3.71 2.75
C 2.04 2.50 5.37
O 2.19 1.31 5.57
N 1.63 3.04 4.21
C 1.60 4.48 4.01
C 1.28 2.17 3.11
H 2.23 3.32 6.09
H 2.14 5.05 4.76
H 0.57 4.83 4.00
H 2.08 4.73 3.06
H 0.98 2.68 2.19
H 2.16 1.62 2.76
H 0.55 1.43 3.44
C -2.12 -1.80 -1.15
O -2.27 -2.76 -1.89
N -2.91 -1.53 -0.09
C -4.07 -2.33 0.30
C -2.49 -0.43 0.78
H -1.34 -1.04 -1.29
H -4.87 -1.61 0.46
H -3.91 -2.89 1.22
H -4.35 -3.02 -0.49
H -3.04 0.45 0.46
H -2.71 -0.55 1.84
H -1.43 -0.24 0.64
```

Computed properties:
Kohn-Sham gap (spin up / spin down) in eV: 6.8 / 6.3
LUMO (spin up / spin down) in eV: -6.4280 / -6.9417
HOMO energy (spin up / spin down) in eV: -13.22 / -13.21
Spin multiplicity: 7
Expectation value of S²: 12.0114
Charge: +2

These are the Mulliken partial charges, in e, on atoms 1 to 5: 0.851 0.753 1.603 0.970 -0.348


C33H29O4P2Rh as an isolated structure, computed with the ωB97M-V functional and the def2-TZVPD basis.

XYZ file:
```
69
C33H29O4P2Rh | the OMol25 dataset | the ωB97M-V functional and the def2-TZVPD basis
Rh 0.73 2.01 -0.50
C -1.31 5.20 -2.44
C -0.96 4.29 -1.32
O -0.06 3.45 -1.58
C -1.59 4.37 -0.03
C -2.70 5.21 0.17
C -3.29 5.33 1.40
C -2.76 4.61 2.49
C -1.68 3.77 2.32
C -1.08 3.64 1.06
O -0.02 2.82 1.01
H -0.57 5.11 -3.23
H -1.38 6.24 -2.10
H -2.29 4.92 -2.83
H -3.10 5.77 -0.67
H -4.14 5.97 1.54
H -3.21 4.71 3.46
H -1.26 3.22 3.15
O 2.22 0.67 -0.40
P 2.22 -0.83 -0.03
C 1.01 -1.65 -1.12
P -0.60 -0.81 -1.20
O -0.36 0.71 -1.46
C -1.52 -1.47 -2.56
C -2.88 -1.71 -2.41
C -3.61 -2.18 -3.49
C -2.99 -2.40 -4.71
C -1.63 -2.14 -4.86
C -0.89 -1.67 -3.79
C -1.43 -1.12 0.34
C -1.72 -2.44 0.72
C -2.32 -2.67 1.94
C -2.63 -1.60 2.78
C -2.36 -0.30 2.39
C -1.77 -0.06 1.16
C 1.75 -1.04 1.67
C 1.32 -2.27 2.17
C 1.04 -2.40 3.51
C 1.19 -1.32 4.37
C 1.63 -0.10 3.88
C 1.91 0.05 2.53
C 3.81 -1.53 -0.39
C 4.82 -0.70 -0.86
C 6.07 -1.25 -1.13
C 6.29 -2.60 -0.93
C 5.28 -3.42 -0.45
C 4.03 -2.89 -0.18
H 0.88 -2.70 -0.85
H 1.46 -1.62 -2.12
H -3.37 -1.55 -1.46
H -4.67 -2.38 -3.38
H -3.56 -2.76 -5.55
H -1.15 -2.31 -5.82
H 0.16 -1.47 -3.93
H -1.48 -3.27 0.07
H -2.56 -3.68 2.25
H -3.10 -1.79 3.74
H -2.62 0.53 3.04
H -1.60 0.94 0.81
H 1.19 -3.12 1.51
H 0.71 -3.36 3.90
H 0.98 -1.43 5.42
H 1.76 0.74 4.55
H 2.28 0.99 2.15
H 4.64 0.35 -1.02
H 6.87 -0.62 -1.50
H 7.27 -3.02 -1.14
H 5.46 -4.48 -0.29
H 3.25 -3.53 0.21
```

Computed properties:
Kohn-Sham gap in eV: 6.8
LUMO in eV: -7.5500
HOMO energy in eV: -14.39
Spin multiplicity: 1
Charge: +2

These are the Mulliken partial charges, in e, on atoms 1 to 5: 1.462 -1.657 1.414 -0.292 -0.266


C18H16AsF5O8P2PdSTe as an isolated structure, computed with the ωB97M-V functional and the def2-TZVPD basis.

XYZ file:
```
53
C18H16AsF5O8P2PdSTe | the OMol25 dataset | the ωB97M-V functional and the def2-TZVPD basis
Pd 0.53 0.87 -0.05
S -2.63 -0.54 -1.71
C -3.66 0.83 -1.45
C -4.52 1.28 -2.47
C -5.37 2.34 -2.26
C -5.41 2.97 -1.02
C -4.56 2.54 0.00
C -3.67 1.49 -0.21
As -2.31 1.05 1.13
C -2.85 -0.76 1.63
C -4.18 -1.17 1.67
C -4.51 -2.48 1.98
C -3.50 -3.39 2.27
C -2.17 -2.99 2.23
C -1.85 -1.67 1.91
C -2.99 2.06 2.66
C -2.66 3.41 2.71
C -3.04 4.20 3.78
C -3.74 3.64 4.84
C -4.05 2.28 4.82
C -3.67 1.50 3.73
H -4.48 0.77 -3.42
H -6.02 2.68 -3.06
H -6.08 3.80 -0.84
H -4.59 3.05 0.95
H -4.97 -0.46 1.42
H -5.54 -2.79 2.00
H -3.74 -4.42 2.50
H -1.37 -3.70 2.43
H -0.81 -1.38 1.85
H -2.08 3.85 1.90
H -2.77 5.25 3.80
H -4.03 4.24 5.69
H -4.58 1.83 5.65
H -3.91 0.44 3.73
O 3.63 0.02 -0.84
P 3.32 0.43 0.66
O 4.41 0.03 1.55
O 1.89 -0.09 1.03
O 3.16 2.04 0.53
P 2.06 3.17 0.94
O 1.83 3.88 -0.47
O 2.57 4.11 1.94
O 0.78 2.37 1.29
H 2.93 0.21 -1.49
H 1.59 3.26 -1.17
F 1.41 1.60 -2.19
Te -0.03 0.24 -3.01
F 1.63 -0.44 -3.62
F -0.61 -1.39 -3.87
F 0.07 1.23 -4.73
F -0.80 1.93 -1.05
O 0.45 -0.63 -1.33
```

Computed properties:
Kohn-Sham gap (spin up / spin down) in eV: 7.4 / 5.7
LUMO (spin up / spin down) in eV: 4.0999 / 2.4010
HOMO energy (spin up / spin down) in eV: -3.26 / -3.30
Spin multiplicity: 3
Expectation value of S²: 2.0216
Relative energy (zero: lowest compared OMol25 entry of this formula, charge and spin) in kJ/mol: 235.6
Charge: -2

These are the Mulliken partial charges, in e, on atoms 1 to 5: 1.941 -0.152 0.640 -0.656 -0.505


no.,molecular weight (g/mol)
1,886.4
2,122.9
3,359.3
4,689.5
5,654.4
6,858.3